Entry 1:
Molecular formula: C2H4N4O2
Method: DFT, wB97M-V/def2-TZVPD

Its SMILES is COn1[nH]nnc1=O. The HOMO-LUMO gap is 9.261 eV.

Geometry (Å):
C: 0.904 0.638 -1.618
C: -1.186 -0.930 0.281
H: 1.142 1.693 -1.566
H: -0.044 0.426 -2.137
H: 1.809 -0.145 -2.110
H: 0.368 1.298 2.100
N: -0.203 0.092 0.461
N: 0.011 0.302 1.783
N: -0.749 -0.655 2.398
N: -1.454 -1.388 1.580
O: 0.903 -0.094 -0.333
O: -1.502 -1.237 -0.839

***

Entry 2:
Molecular formula: C2H4N4O2
Method: DFT, wB97M-V/def2-TZVPD

Its SMILES is NC(=O)/N=N\C(N)=O. The HOMO-LUMO gap is 8.595 eV.

Geometry (Å):
C: 1.317 -0.069 -0.304
C: -1.324 -0.017 0.342
H: 3.109 -0.804 0.169
H: 2.674 0.681 0.985
H: -2.758 0.675 -0.961
H: -3.014 -0.943 -0.344
N: 2.444 -0.115 0.411
N: 0.627 1.232 -0.021
N: -0.587 1.231 0.002
N: -2.430 -0.111 -0.389
O: 0.856 -0.919 -1.022
O: -0.914 -0.841 1.131

***

Entry 3:
Molecular formula: C2H4N4O2
Method: DFT, wB97M-V/def2-TZVPD

The HOMO-LUMO gap (alpha / beta) is 7.999 / 8.011 eV.

Geometry (Å):
C: -1.855 -1.451 -0.083
C: -0.691 0.644 0.087
N: -1.313 -0.356 -0.337
N: 0.881 -0.740 0.469
N: -0.480 1.827 0.147
N: 1.995 -0.325 0.211
O: 3.081 -0.920 0.422
O: 2.175 1.001 -0.303
H: -2.016 -2.165 -0.876
H: -2.152 -1.538 0.996
H: -0.899 2.585 -0.365
H: 1.275 1.438 -0.370

***

Entry 4:
Molecular formula: C2H4N4O2S
Method: DFT, wB97M-V/def2-TZVPD

Its SMILES is O=S(=O)=NN1CCN=N1. The HOMO-LUMO gap (alpha / beta) is 8.089 / 8.088 eV.

Geometry (Å):
C: 0.410 1.003 1.549
C: 0.956 0.651 0.138
N: -0.599 0.023 1.818
N: -0.722 -0.784 0.896
N: 0.302 -1.341 -1.174
N: 0.219 -0.631 -0.018
O: -1.267 -1.929 -3.166
O: -2.152 -0.545 -1.334
S: -1.034 -1.151 -2.022
H: 1.184 1.006 2.182
H: 0.117 2.002 1.581
H: 0.639 1.375 -0.499
H: 1.945 0.324 0.051

***

Entry 5:
Molecular formula: C2H4N4OS
Method: DFT, wB97M-V/def2-TZVPD

Its SMILES is O=NN[C@H]1N=NCS1. The HOMO-LUMO gap is 9.081 eV.

Geometry (Å):
C: 0.565 1.559 1.477
C: -0.311 0.039 -0.439
N: -0.468 0.645 1.736
N: -0.846 -0.132 0.874
N: -0.846 -1.901 -1.729
N: 0.051 -1.328 -1.013
O: -0.694 -2.977 -2.313
S: 1.210 1.115 -0.255
H: 0.110 2.552 1.422
H: 1.352 1.536 2.281
H: -1.086 0.545 -1.188
H: 0.962 -1.653 -0.854

***

Entry 6:
Molecular formula: C2H4N4S
Method: DFT, wB97M-V/def2-TZVPD

The HOMO-LUMO gap is 8.285 eV.

Geometry (Å):
C: 0.365 -2.357 -0.365
C: -0.141 0.955 0.228
N: -0.186 -2.446 0.644
N: 1.002 0.991 -0.004
N: 2.147 1.230 -0.355
N: -1.353 0.744 0.646
S: -2.615 0.214 -0.495
H: 0.993 -2.091 -1.248
H: 2.450 2.250 -0.471
H: -1.453 0.305 1.492
H: -2.401 -0.999 0.099

***

What molecular weight values result from the calculations? In sequence: 116.1, 116.1, 116.1, 148.1, 132.1, 116.1 g mol⁻¹.
What energy above the lowest of the compared OMol25 structures with the same formula, charge and spin values result from the calculations? In sequence: 112.1, 1.3, 164.0, 95.6, 78.6, 121.3 kcal per mole.